Entry 1:
This record from the OMol25 dataset describes C5H6O2 in the gas phase. The level of theory is ωB97M-V with the def2-TZVPD basis set.

Properties
2S+1   1
SMILES   O=C1CO[C@H]2C[C@@H]12
HOMO   -0.3459 hartree
HOMO-LUMO gap   10.2 eV

Each line ends with the Löwdin charge.
Atoms and positions in Å:
O -0.928 -2.123 -1.007  0.10
C -0.606 -1.044 -0.577  -0.33
C -1.016 0.346 -1.105  -0.12
O -0.812 1.155 0.017  -0.09
C 0.527 0.821 0.254  -0.28
C 0.611 0.157 1.599  0.00
C 0.539 -0.699 0.345  -0.13
H -2.010 0.494 -1.536  0.14
H -0.102 0.658 -1.798  0.15
H 1.059 1.161 -0.714  0.17
H -0.268 0.228 2.246  0.12
H 1.545 0.080 2.148  0.11
H 1.461 -1.234 0.127  0.15


Entry 2:
This record from the OMol25 dataset describes C5H6O2 in the gas phase. The level of theory is ωB97M-V with the def2-TZVPD basis set.

Properties
2S+1   1
SMILES   C#C[C@@H](C)OC=O
HOMO   -0.3725 hartree
HOMO-LUMO gap   11.1 eV

Each line ends with the Löwdin charge.
Atoms and positions in Å:
C -0.621 2.275 0.191  0.14
C -0.478 1.086 0.298  -0.08
C -0.161 -0.347 0.367  -0.37
C -1.330 -1.248 -0.004  -0.03
O 0.878 -0.658 -0.590  -0.01
C 2.031 0.017 -0.485  -0.34
O 2.320 0.801 0.377  0.09
H -0.688 3.336 0.099  0.04
H 0.212 -0.584 1.371  0.16
H -1.672 -1.013 -1.016  0.09
H -2.161 -1.107 0.692  0.09
H -1.012 -2.294 0.025  0.09
H 2.682 -0.264 -1.325  0.15


Entry 3:
This record from the OMol25 dataset describes a molecular structure, C5H6O2. The level of theory is ωB97M-V with the def2-TZVPD basis set.

Properties
2S+1   1
HOMO   -0.3765 hartree
HOMO-LUMO gap   10.5 eV

Each line ends with the Löwdin charge.
Atoms and positions in Å:
C 1.778 -0.582 -0.174  -0.03
C 0.586 0.189 0.374  -0.43
O 0.817 1.566 0.236  0.00
C -0.494 -0.322 -0.460  -0.01
O -2.308 1.094 0.120  0.02
C -1.442 -0.763 -1.131  0.10
C -2.378 -0.087 -0.172  -0.32
H 2.684 -0.298 0.358  0.09
H 1.879 -0.334 -1.234  0.10
H 1.596 -1.656 -0.076  0.10
H 0.385 -0.074 1.426  0.17
H -0.017 2.031 0.400  0.10
H -3.086 -0.766 0.331  0.12


Entry 4:
This record from the OMol25 dataset describes C5H6O2 in the gas phase. The level of theory is ωB97M-V with the def2-TZVPD basis set.

Properties
2S+1   1
HOMO (spin up / spin down)   -0.3377 / -0.3377 hartree
HOMO-LUMO gap (spin up / spin down)   8.6 / 8.6 eV

Each line ends with the Löwdin charge.
Atoms and positions in Å:
O -2.605 0.415 -0.208  0.11
C -1.632 -0.223 -0.348  -0.17
C 0.059 0.182 -0.175  -0.58
C 0.059 -0.704 1.028  0.00
C 0.638 1.325 0.349  0.15
C 0.686 -0.409 -1.408  -0.22
O 1.445 0.193 -2.127  0.07
H -1.228 -1.298 0.305  0.14
H 0.928 -1.334 1.217  0.08
H -0.422 -0.313 1.923  0.09
H 1.485 1.802 -0.144  0.09
H 0.211 1.815 1.218  0.08
H 0.376 -1.452 -1.630  0.14


Entry 5:
This record from the OMol25 dataset describes C5H6O2 in the gas phase. The level of theory is ωB97M-V with the def2-TZVPD basis set.

Properties
2S+1   1
SMILES   O=CCC#CCO
HOMO   -0.3645 hartree
HOMO-LUMO gap   10.7 eV

Each line ends with the Löwdin charge.
Atoms and positions in Å:
O -3.451 0.577 -0.462  0.06
C -2.436 -0.070 -0.503  -0.26
C -1.686 -0.529 0.741  -0.16
C -0.240 -0.374 0.577  -0.03
C 0.938 -0.210 0.381  0.01
C 2.366 0.062 0.145  -0.28
O 2.585 1.246 -0.592  -0.06
H -1.985 -0.389 -1.465  0.13
H -2.066 0.035 1.598  0.12
H -1.933 -1.588 0.902  0.13
H 2.893 0.081 1.111  0.12
H 2.805 -0.748 -0.445  0.12
H 2.140 1.967 -0.128  0.09


Entry 6:
This record from the OMol25 dataset describes C5H6O2 in the gas phase. The level of theory is ωB97M-V with the def2-TZVPD basis set.

Properties
2S+1   1
SMILES   O=CCC#CCO
HOMO   -0.3622 hartree
HOMO-LUMO gap   10.7 eV

Each line ends with the Löwdin charge.
Atoms and positions in Å:
O 2.171 1.883 -0.833  0.06
C 1.153 1.670 -1.438  -0.26
C -0.231 1.692 -0.791  -0.16
C -0.469 0.437 -0.076  -0.03
C -0.639 -0.604 0.509  0.01
C -0.771 -1.868 1.251  -0.28
O 0.331 -2.730 1.064  -0.06
H 1.171 1.435 -2.520  0.12
H -0.271 2.538 -0.097  0.12
H -0.993 1.833 -1.565  0.11
H -0.933 -1.639 2.315  0.12
H -1.649 -2.416 0.898  0.12
H 1.129 -2.233 1.284  0.09


Entry 7:
This record from the OMol25 dataset describes C5H6O2 in the gas phase. The level of theory is ωB97M-V with the def2-TZVPD basis set.

Properties
2S+1   1
HOMO (spin up / spin down)   -0.2816 / -0.2956 hartree
HOMO-LUMO gap (spin up / spin down)   7.2 / 8.3 eV

Each line ends with the Löwdin charge.
Atoms and positions in Å:
O 2.263 1.429 -1.406  0.00
C 2.047 0.770 -0.394  -0.26
C 0.774 0.247 -0.060  -0.22
O 0.653 -0.594 0.999  0.06
C -0.559 -1.001 1.166  -0.10
C -1.472 -0.223 0.277  -0.14
C -0.490 0.118 -0.850  -0.11
H 2.844 0.568 0.354  0.13
H -0.381 -0.749 -1.527  0.14
H -0.746 -1.694 1.974  0.13
H -2.388 -0.735 -0.022  0.12
H -1.749 0.700 0.826  0.13
H -0.754 0.990 -1.445  0.13


Entry 8:
This record from the OMol25 dataset describes 2 unconnected molecules or ions with the total composition C5H6O2. The level of theory is ωB97M-V with the def2-TZVPD basis set.

Properties
2S+1   1
HOMO (spin up / spin down)   -0.3609 / -0.3392 hartree
HOMO-LUMO gap (spin up / spin down)   8.1 / 7.3 eV

Each line ends with the Löwdin charge.
Atoms and positions in Å:
O -2.047 -0.452 0.650  -0.04
C -1.051 -0.838 -0.261  -0.28
C -0.424 0.389 -0.965  0.05
C 0.319 1.560 -0.406  -0.34
O 0.565 1.643 0.766  0.00
C 1.605 -0.186 0.027  -0.01
C 2.162 -0.823 0.903  0.02
H -1.550 0.060 1.302  0.09
H -0.317 -1.450 0.244  0.08
H -1.530 -1.515 -0.982  0.13
H -1.092 0.744 -1.778  0.12
H 0.699 2.405 -1.040  0.14
H 2.660 -1.537 1.539  0.03


Entry 9:
This record from the OMol25 dataset describes a molecular structure, C5H6O2. The level of theory is ωB97M-V with the def2-TZVPD basis set.

Properties
2S+1   1
HOMO   -0.3361 hartree
HOMO-LUMO gap   9.1 eV

Each line ends with the Löwdin charge.
Atoms and positions in Å:
C -0.148 1.320 -1.308  -0.05
C -0.594 0.728 -0.003  -0.20
O -0.711 -1.057 -0.537  0.05
C -0.072 -1.920 0.099  -0.45
O 0.100 -3.110 0.058  0.09
C 0.244 0.738 1.101  -0.09
C 0.875 -0.159 1.716  0.08
H 0.906 1.099 -1.493  0.09
H -0.277 2.407 -1.265  0.09
H -0.755 0.928 -2.127  0.09
H -1.660 0.803 0.204  0.14
H 0.556 -1.331 1.037  0.08
H 1.537 -0.446 2.517  0.08


Entry 10:
This record from the OMol25 dataset describes a molecular structure, C5H6O2. The level of theory is ωB97M-V with the def2-TZVPD basis set.

Properties
2S+1   1
HOMO   -0.3564 hartree
HOMO-LUMO gap   10.8 eV

Each line ends with the Löwdin charge.
Atoms and positions in Å:
O 1.899 -1.120 0.549  -0.02
C 0.580 -0.624 0.636  -0.22
C 0.369 0.892 0.269  -0.20
O 0.660 0.463 -1.104  -0.07
C -0.188 -0.680 -0.732  -0.20
C -1.524 -0.004 -0.475  -0.01
C -1.146 1.070 0.222  -0.01
H 2.360 -0.580 -0.098  0.09
H 0.371 -1.097 1.579  0.14
H 0.988 1.701 0.659  0.15
H -0.112 -1.552 -1.380  0.15
H -2.513 -0.331 -0.779  0.11
H -1.746 1.863 0.654  0.11


Entry 11:
This record from the OMol25 dataset describes C5H6O2 in the gas phase. The level of theory is ωB97M-V with the def2-TZVPD basis set.

Properties
2S+1   1
SMILES   C#C[C@H](C=O)CO
HOMO   -0.3563 hartree
HOMO-LUMO gap   10.4 eV

Each line ends with the Löwdin charge.
Atoms and positions in Å:
C -2.138 -0.013 -1.277  0.13
C -1.020 0.187 -0.882  -0.14
C 0.209 0.528 -0.171  -0.23
C 1.436 -0.130 -0.895  -0.20
O 2.402 -0.628 -0.383  0.07
C -0.041 0.150 1.352  -0.22
O 0.852 -0.821 1.762  -0.04
H -3.042 0.046 -1.829  0.03
H 0.382 1.611 -0.332  0.15
H 1.381 -0.088 -2.013  0.13
H -1.057 -0.258 1.440  0.11
H -0.039 1.000 2.047  0.13
H 0.638 -1.550 1.198  0.08


Entry 12:
This record from the OMol25 dataset describes 2 unconnected molecules or ions with the total composition C5H6O2. The level of theory is ωB97M-V with the def2-TZVPD basis set.

Properties
2S+1   1
SMILES   C=C=CC.O=C=O
HOMO   -0.3419 hartree
HOMO-LUMO gap   9.9 eV

Each line ends with the Löwdin charge.
Atoms and positions in Å:
C 0.270 1.926 -0.221  0.01
C -0.476 1.026 0.363  -0.12
C -0.848 -0.133 0.839  -0.20
C -1.503 -1.216 0.028  -0.10
H 1.234 1.565 -0.564  0.03
H 0.067 2.973 -0.408  0.05
H -0.555 -0.383 1.858  0.11
H -1.502 -0.970 -1.039  0.08
H -2.533 -1.365 0.361  0.07
H -0.968 -2.166 0.154  0.07
O 1.471 -1.063 0.091  0.20
C 2.264 -0.412 -0.456  -0.40
O 3.077 0.218 -1.006  0.20


Entry 13:
This record from the OMol25 dataset describes a molecular structure, C5H6O2. The level of theory is ωB97M-V with the def2-TZVPD basis set.

Properties
2S+1   1
HOMO   -0.3551 hartree
HOMO-LUMO gap   10.5 eV

Each line ends with the Löwdin charge.
Atoms and positions in Å:
C -1.644 -0.790 -0.099  0.00
C -0.287 -0.184 0.169  -0.36
C 0.311 1.373 0.015  0.03
C 0.870 0.144 -0.656  -0.13
C 1.712 -0.517 0.452  -0.40
O 2.830 -0.556 0.859  0.15
O 0.559 -0.805 1.172  0.07
H -2.283 -0.720 0.788  0.08
H -1.675 -1.845 -0.431  0.09
H -2.083 -0.178 -0.886  0.08
H 0.655 1.673 0.999  0.10
H 0.266 2.275 -0.648  0.12
H 0.768 0.130 -1.736  0.15


Entry 14:
This record from the OMol25 dataset describes C5H6O2 in the gas phase. The level of theory is ωB97M-V with the def2-TZVPD basis set.

Properties
2S+1   1
SMILES   COc1ccco1
HOMO   -0.2913 hartree
HOMO-LUMO gap   8.9 eV

Each line ends with the Löwdin charge.
Atoms and positions in Å:
C -1.415 1.546 0.897  -0.03
O -1.496 0.351 0.093  -0.03
C -0.352 -0.173 -0.250  -0.41
C -0.143 -1.377 -0.827  -0.01
C 1.290 -1.582 -0.753  -0.06
C 1.839 -0.448 -0.221  -0.09
O 0.815 0.434 0.154  0.01
H -2.447 1.926 0.944  0.10
H -0.765 2.276 0.353  0.10
H -0.898 1.331 1.852  0.10
H -1.048 -1.898 -1.114  0.12
H 1.815 -2.364 -1.237  0.09
H 2.805 -0.022 0.111  0.13


Entry 15:
This record from the OMol25 dataset describes 2 unconnected molecules or ions with the total composition C5H6O2. The level of theory is ωB97M-V with the def2-TZVPD basis set.

Properties
2S+1   1
HOMO (spin up / spin down)   -0.3054 / -0.3054 hartree
HOMO-LUMO gap (spin up / spin down)   7.9 / 7.9 eV

Each line ends with the Löwdin charge.
Atoms and positions in Å:
C 0.227 -2.298 -0.740  0.05
C -0.187 -3.436 -1.193  -0.16
C -1.328 -0.772 0.475  -0.01
C -1.003 1.515 -0.142  -0.50
C 0.157 2.351 0.060  0.00
O -2.075 1.638 -0.581  0.18
O -0.722 0.317 0.625  -0.11
H -0.966 -4.129 -0.936  0.05
H 0.438 -3.773 -2.052  0.07
H -2.161 -0.654 -0.297  0.05
H 0.820 1.816 0.850  0.13
H -0.107 3.444 0.392  0.14
H 0.785 2.475 -0.866  0.11


Entry 16:
This record from the OMol25 dataset describes C5H6O2 in the gas phase. The level of theory is ωB97M-V with the def2-TZVPD basis set.

Properties
2S+1   1
SMILES   C#C[C@@H](C)OC=O
HOMO   -0.3505 hartree
HOMO-LUMO gap   10.1 eV

Each line ends with the Löwdin charge.
Atoms and positions in Å:
C -0.338 -1.369 -1.692  0.19
C -0.345 -0.431 -0.937  -0.19
C -0.356 -0.194 0.490  -0.26
C 0.891 -0.682 1.210  -0.03
O -0.465 1.407 0.721  0.00
C -0.462 2.026 -0.473  -0.38
O -0.506 3.183 -0.790  0.09
H -0.340 -2.150 -2.400  0.04
H -1.276 -0.630 0.903  0.15
H 1.789 -0.370 0.672  0.09
H 0.950 -1.771 1.365  0.10
H 0.859 -0.206 2.187  0.08
H -0.401 1.186 -1.257  0.10


Entry 17:
This record from the OMol25 dataset describes C5H6O2 in the gas phase. The level of theory is ωB97M-V with the def2-TZVPD basis set.

Properties
2S+1   1
SMILES   C#CC(=O)[C@@H](C)O
HOMO   -0.3884 hartree
HOMO-LUMO gap   10.5 eV

Each line ends with the Löwdin charge.
Atoms and positions in Å:
C 2.816 0.527 0.126  0.16
C 1.741 0.047 -0.128  -0.02
C 0.540 -0.725 -0.405  -0.36
O 0.583 -1.662 -1.180  0.11
C -0.743 -0.426 0.362  -0.40
C -1.237 1.007 0.182  -0.03
O -1.728 -1.331 -0.045  -0.02
H 3.789 0.908 0.350  0.04
H -0.492 -0.578 1.428  0.16
H -2.188 1.110 0.713  0.09
H -1.415 1.226 -0.875  0.09
H -0.527 1.732 0.590  0.08
H -1.273 -1.983 -0.606  0.09


Entry 18:
This record from the OMol25 dataset describes C5H6O2 in the gas phase. The level of theory is ωB97M-V with the def2-TZVPD basis set.

Properties
2S+1   1
SMILES   C#CC(=O)[C@@H](C)O
HOMO   -0.3754 hartree
HOMO-LUMO gap   10.2 eV

Each line ends with the Löwdin charge.
Atoms and positions in Å:
C -2.074 1.499 -0.755  0.20
C -1.029 1.011 -1.170  0.01
C -0.264 0.832 0.100  -0.41
O -0.237 1.741 0.909  0.06
C 0.382 -0.490 0.490  -0.39
C 0.867 -1.335 -0.668  -0.04
O 1.466 -0.147 1.316  -0.02
H -2.893 1.915 -0.214  0.08
H -0.385 -1.047 1.064  0.16
H 1.403 -2.202 -0.273  0.09
H 1.552 -0.755 -1.292  0.09
H 0.033 -1.684 -1.284  0.08
H 1.180 0.662 1.777  0.09


Entry 19:
This record from the OMol25 dataset describes a molecular structure, C5H6O2. The level of theory is ωB97M-V with the def2-TZVPD basis set.

Properties
2S+1   1
HOMO   -0.3571 hartree
HOMO-LUMO gap   10.8 eV

Each line ends with the Löwdin charge.
Atoms and positions in Å:
O 1.908 -0.928 0.787  0.01
C 0.586 -0.541 0.666  -0.26
C 0.292 0.962 0.302  -0.20
O 0.722 0.628 -1.054  -0.07
C 0.008 -0.617 -0.786  -0.22
C -1.418 -0.157 -0.560  -0.01
C -1.226 0.932 0.190  -0.02
H 2.349 -0.670 -0.037  0.11
H 0.008 -0.972 1.485  0.15
H 0.799 1.820 0.747  0.15
H 0.246 -1.425 -1.479  0.15
H -2.327 -0.636 -0.902  0.11
H -1.945 1.604 0.642  0.11


Entry 20:
This record from the OMol25 dataset describes C5H6O2 in the gas phase. The level of theory is ωB97M-V with the def2-TZVPD basis set.

Properties
2S+1   1
SMILES   O=C[C@H]1O[C@H]2C[C@H]21
HOMO   -0.3521 hartree
HOMO-LUMO gap   10.4 eV

Each line ends with the Löwdin charge.
Atoms and positions in Å:
O 1.720 1.780 -1.168  0.07
C 1.643 0.948 -0.295  -0.18
C 0.849 -0.364 -0.482  -0.23
O 0.683 -1.078 0.764  -0.05
C -0.761 -0.985 0.652  -0.22
C -1.244 0.397 0.534  -0.07
C -0.663 -0.263 -0.677  -0.12
H 2.136 1.033 0.704  0.14
H 1.328 -0.980 -1.256  0.16
H -1.399 -1.673 1.186  0.14
H -2.333 0.420 0.521  0.12
H -0.764 1.160 1.127  0.12
H -1.195 -0.396 -1.611  0.14


ΔE to the lowest compared entry with this formula, charge and spin (eV)
3.0511, 1.9161, 4.1081, 5.3683, 2.3722, 2.4594, 2.9001, 8.5586, 4.0721, 3.0015, 3.2257, 1.2842, 2.5501, 1.5962, 7.4356, 3.4216, 2.1608, 3.9225, 2.6742, 2.9030